1.
The following is a quantum chemistry calculation of a cluster of 2 separate species, CH2N2O2 in total in a non-equilibrium geometry, from OMol25.

Each line ends with the Mulliken charge.
Atoms and positions in Å:
C: 0.20304 -0.00808 0.16329  0.610
N: -0.78657 -0.35691 1.03912  -0.111
N: 0.76594 0.26178 -1.07197  -0.322
O: -1.74933 -0.95242 0.67654  -0.388
O: 1.49564 0.11281 0.28574  -0.249
H: -1.01383 1.43025 0.73245  0.154
H: 1.08509 -0.48743 -1.82519  0.306

## Properties
Total charge ... 0
Kohn-Sham gap (alpha / beta) ... 8.2749 / 7.9629 eV

***

2.
The following is a quantum chemistry calculation of a cluster of 10 separate species, C26H60O16S7 in total in a non-equilibrium geometry, from OMol25.

Each line ends with the Mulliken charge.
Atoms and positions in Å:
C: -2.19331 -1.92090 -4.78078  -1.256
C: -3.09027 -0.74539 -4.49818  1.099
C: -2.38200 0.58275 -4.23995  0.621
O: -3.04824 1.54781 -5.05435  -0.402
C: -3.87593 0.88862 -5.90607  0.502
O: -4.42801 1.38138 -6.83460  -0.566
O: -3.94445 -0.41444 -5.59518  -0.443
H: -1.33528 -1.86551 -4.10574  0.127
H: -1.75703 -1.89214 -5.78027  0.374
H: -2.68131 -2.87496 -4.58464  0.309
H: -3.80714 -0.97510 -3.70313  -0.116
H: -1.32461 0.46246 -4.48224  0.281
H: -2.44234 0.84181 -3.19036  -0.522
C: -2.58219 -5.86472 -1.53760  -1.505
C: -1.19604 -5.29506 -1.49723  0.496
C: -1.14225 -3.78626 -1.18920  0.283
O: -0.61152 -3.71813 0.11581  0.072
C: -0.21692 -4.93873 0.53809  0.345
O: 0.21746 -5.14503 1.61820  -0.518
O: -0.44828 -5.87139 -0.41357  -0.387
H: -2.47417 -6.95037 -1.61171  0.406
H: -3.11323 -5.52506 -2.42889  0.392
H: -3.21394 -5.65279 -0.67410  0.329
H: -0.68691 -5.50980 -2.43663  0.323
H: -2.15998 -3.39125 -1.24133  -0.192
H: -0.57332 -3.21409 -1.92193  -0.055
C: 1.77075 0.99889 6.57889  -1.626
C: 1.07389 0.75633 5.25876  0.701
C: 0.81098 2.04198 4.45035  -0.220
O: 1.45017 1.83228 3.19394  -0.192
C: 2.02719 0.59826 3.21544  0.423
O: 2.57371 0.16488 2.24789  -0.425
O: 1.89444 0.00747 4.37095  -0.322
H: 2.79522 1.36211 6.46746  0.386
H: 1.79997 0.09836 7.19146  0.373
H: 1.29253 1.78478 7.16808  0.404
H: 0.13182 0.22971 5.40576  -0.055
H: 1.15159 2.91429 5.01299  0.447
H: -0.25600 2.20816 4.30549  0.008
C: 3.56767 -2.77896 2.23832  -0.485
S: 4.67111 -3.00189 0.82946  0.479
O: 5.72613 -3.96814 1.21004  -0.654
C: 5.41359 -1.32268 0.81459  -0.414
H: 3.01759 -3.71527 2.33980  0.391
H: 2.79297 -2.05825 1.96543  -0.126
H: 4.11579 -2.48201 3.12767  0.319
H: 6.10934 -1.28016 -0.01785  0.119
H: 5.87962 -1.09960 1.77304  0.447
H: 4.60453 -0.60552 0.66003  -0.034
C: 0.66338 4.69913 -1.98516  -0.641
S: 2.30753 3.91744 -2.15917  0.562
O: 3.25724 5.05958 -2.38222  -0.657
C: 2.51408 3.37381 -0.41100  -0.662
H: 0.45227 5.21440 -2.91810  0.438
H: 0.58509 5.40619 -1.16219  0.136
H: -0.03658 3.88253 -1.80083  0.099
H: 2.10270 2.37475 -0.29460  -0.072
H: 2.04005 4.10505 0.24041  0.221
H: 3.58280 3.36694 -0.20478  0.493
C: -0.19781 4.95236 2.03750  -0.477
S: -1.90285 4.71305 1.42384  0.239
O: -1.70750 3.99861 0.11431  -0.424
C: -2.39561 3.39498 2.61390  -0.518
H: 0.27575 5.62294 1.32664  0.339
H: 0.25878 3.97902 2.19857  -0.217
H: -0.26245 5.49061 2.98733  0.482
H: -1.96211 2.46872 2.24323  -0.223
H: -3.47586 3.39205 2.74709  0.425
H: -2.01890 3.69445 3.59489  0.431
C: 1.38477 -1.16095 -0.89270  -0.475
S: 0.29116 0.12596 -1.56539  0.103
O: -0.90481 -0.60344 -2.09482  -0.397
C: -0.29072 0.90280 0.00097  1.655
H: 2.27839 -0.69602 -0.46743  0.064
H: 1.72823 -1.79549 -1.70889  0.695
H: 0.88720 -1.73069 -0.10862  -0.149
H: -0.94690 1.70173 -0.34251  -0.240
H: 0.53324 1.30921 0.58262  -0.281
H: -0.83275 0.14528 0.55372  -1.020
C: -3.04670 -1.41144 1.62425  -0.993
S: -1.58516 -1.52484 2.67223  1.001
O: -1.12698 -0.09629 2.88212  -0.720
C: -2.40123 -1.99880 4.23137  -1.252
H: -3.59204 -2.35360 1.76433  0.533
H: -2.76568 -1.49007 0.57439  -0.101
H: -3.70809 -0.59079 1.88636  0.486
H: -3.07040 -1.17756 4.49986  0.363
H: -1.59699 -2.04279 4.96234  0.376
H: -2.99876 -2.90708 4.20962  0.414
C: -3.81726 1.37568 -0.78087  -0.155
S: -5.53789 1.13059 -1.38519  0.289
O: -5.54263 1.14875 -2.87418  -0.517
C: -5.60001 -0.62198 -0.92167  -0.580
H: -3.27968 2.16717 -1.29712  0.398
H: -3.31558 0.41488 -0.88576  -0.490
H: -3.91065 1.66659 0.26711  0.418
H: -6.58956 -0.97031 -1.20531  0.467
H: -5.47308 -0.62776 0.16266  0.214
H: -4.80561 -1.17462 -1.41997  -0.028
C: 6.93828 0.59474 -2.50598  -1.171
S: 5.45252 1.34878 -1.82120  0.547
O: 5.49631 2.75399 -2.36732  -0.581
C: 4.16513 0.34266 -2.61391  -0.632
H: 7.07105 -0.44353 -2.20792  0.352
H: 7.72183 1.20074 -2.04529  0.357
H: 7.07166 0.77182 -3.57325  0.359
H: 4.43443 0.21764 -3.66460  0.517
H: 3.18535 0.80966 -2.53101  0.004
H: 4.11625 -0.65594 -2.17514  0.256

## Properties
Total charge ... 0
Kohn-Sham gap ... 8.0140 eV

***

3.
The following is a quantum chemistry calculation of a cluster of 2 separate species, C3H5BrF2S in total in a non-equilibrium geometry, from OMol25.

Each line ends with the Mulliken charge.
Atoms and positions in Å:
C: -0.56330 -1.57802 0.00291  -0.816
C: -1.35878 -0.36212 0.58598  -0.456
C: 1.63235 1.71785 -0.44257  0.301
F: 1.48688 2.77492 0.31791  -0.135
F: 2.00667 0.68309 0.34131  -0.140
S: -1.26307 0.97941 -0.58941  -0.103
Br: 2.78625 1.97270 -1.88426  -0.070
H: -1.11395 -1.96515 -0.92609  0.274
H: 0.43411 -1.25030 -0.53519  0.238
H: -0.55318 -2.38091 0.81343  0.267
H: -1.03481 0.08660 1.48833  0.320
H: -2.45920 -0.67807 0.82765  0.319

## Properties
Total charge ... 0
Kohn-Sham gap (alpha / beta) ... 8.1535 / 7.0315 eV